[1]
# C24H39BrCoGe2N2

A structure of composition C24H39BrCoGe2N2 at a distorted geometry (ωB97M-V/def2-TZVPD, the OMol25 dataset).

* highest occupied orbital energy (alpha / beta): -17.43 / -17.45 eV
* energy relative to the best compared isomer or geometry (same formula, charge and spin): 2.038 eV
* spin multiplicity: 5
* charge: +3
* HOMO-LUMO gap (alpha / beta): 6.4921 / 4.2184 eV

Geometry as XYZ:
```
69
C24H39BrCoGe2N2, DFT ωB97M-V/def2-TZVPD
Co 0.55304 -0.71840 -0.00522
Br 7.48530 1.26981 1.54620
C 5.79230 1.05014 0.71729
C 4.69282 0.63881 1.47906
C 3.49270 0.40058 0.85282
C 3.33955 0.57614 -0.53388
C 4.44303 1.04300 -1.27476
C 5.65131 1.26951 -0.65499
N 2.09775 0.24813 -1.05635
C 1.74750 0.37811 -2.29412
C 0.41642 -0.01662 -2.71092
C 0.01202 -0.01766 -4.04794
C -1.27900 -0.41635 -4.36405
C -2.14396 -0.78194 -3.34088
C -1.67433 -0.76184 -2.03342
N -0.43431 -0.39664 -1.72751
H 4.80391 0.50660 2.54174
H 2.63501 0.06107 1.42832
H 4.37468 1.22474 -2.33656
H 6.49875 1.61165 -1.23127
H 2.40905 0.78390 -3.05339
H 0.69754 0.27797 -4.82803
H -1.60998 -0.44301 -5.39178
H -3.16484 -1.07162 -3.54501
H -2.31799 -1.04399 -1.20812
C 0.12235 -3.92497 -1.97620
Ge 1.39865 -3.66104 -0.47240
C 3.21557 -3.08304 -1.04355
C 1.51093 -5.32751 0.64050
C 0.60180 -2.32991 0.97652
H 0.44500 -4.81007 -2.52094
H 0.10631 -3.09677 -2.67829
H -0.88437 -4.11358 -1.61302
H 3.67056 -3.91835 -1.57141
H 3.84291 -2.84929 -0.18803
H 3.19706 -2.23532 -1.72136
H 1.91499 -6.06414 -0.05350
H 0.53316 -5.65229 0.98290
H 2.18859 -5.21094 1.48051
H 1.26299 -2.36396 1.84374
H -0.37712 -2.72894 1.25168
C -3.79566 2.43916 -1.67509
C -2.94829 2.44940 -0.41359
C -1.46718 2.71088 -0.68553
C -0.58452 2.50913 0.52237
Ge -0.57573 0.74197 1.58820
C -2.19414 -0.01664 2.59865
C -2.60856 0.85918 3.77136
C -3.36515 2.12401 3.39803
C -3.90785 2.90035 4.57810
H -4.83342 2.23128 -1.42650
H -3.44909 1.68713 -2.38196
H -3.77846 3.40640 -2.17194
H -3.03181 1.47440 0.08639
H -3.33234 3.21186 0.26613
H -1.35687 3.75489 -0.99902
H -1.12195 2.09917 -1.52113
H -0.87289 3.20657 1.31331
H 0.46302 2.70611 0.28104
H 0.43810 1.06795 2.70193
H -1.85568 -0.98387 2.97694
H -3.02328 -0.18873 1.91378
H -1.74167 1.10471 4.39661
H -3.26045 0.24287 4.40284
H -4.18717 1.89333 2.71246
H -2.68067 2.77667 2.83339
H -4.71678 2.36197 5.08146
H -4.33164 3.84712 4.24953
H -3.14754 3.08076 5.33786
```

[2]
# C18H28F3N5SSiTc

A structure of composition C18H28F3N5SSiTc at a distorted geometry (ωB97M-V/def2-TZVPD, the OMol25 dataset).

* highest occupied orbital energy (alpha / beta): -14.43 / -14.34 eV
* energy relative to the best compared isomer or geometry (same formula, charge and spin): 0.000 eV
* spin multiplicity: 4
* charge: +2
* HOMO-LUMO gap (alpha / beta): 7.8194 / 6.0828 eV

Geometry as XYZ:
```
57
C18H28F3N5SSiTc, DFT ωB97M-V/def2-TZVPD
Tc 0.41026 -0.42722 0.42409
C 0.88878 1.68956 3.46833
C -0.29114 2.03569 2.65446
C -1.19986 3.06691 2.86247
C -2.02649 3.52872 1.81648
C -2.11892 2.76713 0.64905
C -1.31722 1.56491 0.54233
N -0.30414 1.36827 1.43208
N -1.28726 0.60118 -0.45837
Si -2.53834 0.48266 -1.77706
C -2.15620 1.96614 -2.83729
C -4.23590 0.71908 -1.00325
C -2.13119 -1.13079 -2.71193
H 0.87079 2.24864 4.42065
H 1.86082 1.82703 2.95027
H 0.92090 0.63671 3.75982
H -1.31058 3.55543 3.82409
H -2.53079 4.47710 1.90037
H -2.74342 3.04977 -0.18557
H -1.71632 1.73948 -3.81237
H -1.52970 2.67666 -2.29309
H -3.16849 2.43233 -2.95967
H -4.57143 1.71546 -1.23368
H -4.19868 0.53632 0.11152
H -5.00160 0.04552 -1.37200
H -1.19634 -0.95549 -3.26779
H -2.87464 -1.39034 -3.46039
H -2.02899 -1.91919 -2.00959
N 1.93364 -1.10213 1.79111
C 1.86891 -2.53298 2.15859
C 0.60390 -2.91172 2.96372
C -0.71013 -2.67408 2.23644
N -0.96370 -1.27538 1.87180
H 2.85414 -0.97575 1.36220
H 2.17154 -0.57667 2.65610
H 2.76548 -2.82175 2.76822
H 1.90480 -3.11129 1.15335
H 0.64183 -2.47937 4.01521
H 0.75009 -3.97161 3.20639
H -1.49918 -2.96010 2.97282
H -0.72498 -3.29804 1.32368
H -0.96464 -0.75133 2.79103
H -1.93026 -1.14992 1.58097
F 2.13311 -2.00433 -4.85504
C 2.94681 -2.18165 -3.73420
F 2.63608 -3.37056 -3.16423
F 4.23511 -2.26070 -4.15707
C 2.78826 -0.92683 -2.86650
C 3.42531 0.23640 -3.20907
C 3.27246 1.36511 -2.31380
C 2.51329 1.27901 -1.18064
N 1.89205 0.13536 -0.90490
C 1.96139 -0.98942 -1.68995
S 0.98888 -2.29541 -1.02122
H 4.04280 0.33126 -4.11488
H 3.71048 2.32119 -2.56923
H 2.27861 2.04507 -0.50484
```

[3]
# C31H22N2O6PPtS2

A structure of composition C31H22N2O6PPtS2 (ωB97M-V/def2-TZVPD, the OMol25 dataset).

* highest occupied orbital energy: -4.30 eV
* energy relative to the best compared isomer or geometry (same formula, charge and spin): 0.000 eV
* spin multiplicity: 1
* charge: -1
* HOMO-LUMO gap: 6.8822 eV

Geometry as XYZ:
```
65
C31H22N2O6PPtS2, DFT ωB97M-V/def2-TZVPD
Pt 0.63293 -0.24732 0.00067
O -0.17293 1.63352 -0.06729
N 0.60105 2.68771 0.26973
C 0.40820 3.76967 -0.51401
C 1.03139 4.95518 -0.26844
C 1.90723 5.01524 0.82727
C 2.11469 3.90336 1.58718
C 1.47610 2.66120 1.32532
S 1.79965 1.26666 2.21318
H -0.27477 3.59516 -1.33047
H 0.85560 5.80061 -0.91644
H 2.43052 5.93464 1.05885
H 2.80383 3.90738 2.41878
O 1.27203 -4.21373 -0.65805
C 0.89397 -3.24968 -0.01191
O 1.45454 -2.08722 -0.08090
C -0.15268 -3.53359 1.07405
C -0.14271 -4.84173 1.55884
C -0.99287 -5.24424 2.57378
C -1.89358 -4.34095 3.12216
C -1.93179 -3.04559 2.63830
C -1.06758 -2.63080 1.62166
P -1.21483 -0.95117 0.95970
C -1.89614 0.01342 2.33721
C -1.10459 0.14581 3.47782
C -1.55004 0.89643 4.55273
C -2.78198 1.53554 4.49179
C -3.56888 1.41533 3.35649
C -3.12820 0.65562 2.28025
C -2.59510 -1.03954 -0.22739
C -3.49261 -2.09989 -0.28573
C -4.50622 -2.10529 -1.23510
C -4.63158 -1.05348 -2.13019
C -3.73227 0.00446 -2.08017
C -2.71437 0.00810 -1.14182
H 0.55723 -5.53110 1.10835
H -0.95183 -6.26260 2.94082
H -2.56595 -4.64472 3.91509
H -2.63755 -2.33710 3.05431
H -0.13462 -0.33191 3.51425
H -0.92400 1.00084 5.42951
H -3.12364 2.13324 5.32819
H -4.52862 1.91450 3.30282
H -3.74873 0.56106 1.39816
H -3.40153 -2.93374 0.39875
H -5.19225 -2.94212 -1.27890
H -5.41712 -1.06385 -2.87550
H -3.80914 0.81868 -2.78965
H -1.98807 0.81413 -1.11985
O 0.81486 -0.32963 -3.25396
C 1.86794 0.04736 -2.77225
N 2.10870 0.29367 -1.45965
S 3.60668 0.87452 -1.15900
O 3.56419 2.26715 -0.78569
O 4.37810 -0.00498 -0.32923
C 4.14776 0.77143 -2.84753
C 5.37023 1.09173 -3.40179
C 5.50812 0.93506 -4.77544
C 4.44558 0.47552 -5.55127
C 3.22276 0.16364 -4.97290
C 3.09001 0.31802 -3.60456
H 6.18623 1.44791 -2.78648
H 6.45222 1.17074 -5.25075
H 4.58185 0.35987 -6.61963
H 2.38454 -0.19811 -5.55411
```